<1>
The following is a DFT calculation (ωB97M-V/def2-TZVPD) of a structure of composition C28H29BBiCl3F4N2O4PS2Si.

multiplicity: 2
charge: -2
gap between HOMO and LUMO (spin up / spin down): 5.25 / 5.99 eV

Element x y z (Å)
Bi: 0.76520 -0.41997 -0.89426
S: -0.69620 -1.26977 -5.20186
C: -0.25430 -2.86427 -4.69186
C: 0.68300 -2.85647 -3.73176
C: 1.12900 -1.55007 -3.32816
C: 0.37840 -0.55417 -4.00856
C: 0.17150 0.81963 -3.73386
C: -0.14040 1.74693 -4.74546
C: -0.39990 3.05083 -4.41626
C: -0.35240 3.43913 -3.07276
C: -0.04230 2.48903 -2.13146
N: 0.21480 1.22303 -2.43916
H: -0.72430 -3.71117 -5.15466
H: 1.13140 -3.73777 -3.31076
H: -0.15450 1.40413 -5.77016
H: -0.63560 3.77283 -5.18426
H: -0.57290 4.45113 -2.77506
H: 0.00110 2.72713 -1.08076
S: 3.23000 -2.83747 -2.23546
C: 2.42970 -1.41667 -2.71656
C: -2.40200 -4.54367 -1.15616
P: -1.22480 -3.15407 -0.71926
C: -0.10130 -4.16767 0.33724
C: -2.26390 -2.35737 0.56804
C: -3.54530 -1.93747 0.21984
C: -4.36220 -1.32187 1.14904
C: -3.90110 -1.09637 2.43624
C: -2.61370 -1.47307 2.77844
C: -1.79630 -2.09907 1.85254
H: -2.80520 -5.02357 -0.26346
H: -1.85770 -5.27837 -1.74876
H: -3.22070 -4.15867 -1.75896
H: -0.66480 -4.73567 1.07874
H: 0.62220 -3.52777 0.83534
H: 0.44750 -4.84737 -0.31386
H: -3.89500 -2.07457 -0.79296
H: -5.34960 -0.99277 0.85794
H: -4.53850 -0.61097 3.16594
H: -2.23570 -1.27417 3.77344
H: -0.79650 -2.38137 2.14504
O: 1.27060 -0.69997 4.70644
C: 2.12720 0.05173 3.98764
C: 2.65960 1.20773 4.55434
C: 3.55740 1.98183 3.84334
C: 3.93920 1.62223 2.56064
C: 3.40060 0.48753 1.98444
C: 2.49530 -0.30197 2.67884
C: 1.88170 -1.51127 2.03754
O: 1.29870 -2.33577 2.77724
O: 1.98840 -1.64737 0.78684
H: 1.09150 -1.49717 4.11544
H: 2.35680 1.47013 5.55854
H: 3.96640 2.87303 4.30114
H: 4.63750 2.22533 2.00194
H: 3.68280 0.19263 0.98604
F: -4.52980 1.15193 -1.08366
B: -3.22210 1.53263 -1.33636
F: -2.41720 0.41153 -1.47986
F: -2.76460 2.30823 -0.27026
F: -3.19190 2.29673 -2.49376
C: -1.05810 2.77443 2.56904
N: 0.22520 3.00323 1.93504
C: 0.90580 4.25813 2.10594
C: 0.73490 2.04603 1.18494
O: 0.16260 0.95663 1.02554
H: -1.37390 3.67173 3.09304
H: -0.97260 1.94303 3.26964
H: -1.79170 2.50663 1.80544
H: 1.25100 4.37303 3.13654
H: 0.23890 5.08693 1.86144
H: 1.76390 4.28763 1.43714
H: 1.69600 2.27853 0.71574
Cl: 3.21920 2.59513 -0.88106
Si: 3.00070 0.26733 -2.01056
Cl: 3.16370 1.35893 -3.79576
Cl: 4.94930 -0.07707 -1.48986


<2>
The following is a DFT calculation (ωB97M-V/def2-TZVPD) of a structure of composition C28H29BBiCl3F4N2O4PS2Si.

multiplicity: 2
charge: -2
gap between HOMO and LUMO (spin up / spin down): 4.96 / 5.66 eV

Element x y z (Å)
Bi: 0.08128 0.22463 0.40829
S: 4.33374 -1.53385 1.48888
C: 3.99754 -0.22061 2.55713
C: 2.77638 0.32782 2.33264
C: 2.05247 -0.29800 1.29801
C: 2.77461 -1.30774 0.70779
C: 2.42929 -1.94260 -0.51949
C: 3.39228 -2.54501 -1.34240
C: 3.03957 -2.94544 -2.60946
C: 1.72307 -2.75121 -3.03341
C: 0.82875 -2.19854 -2.14284
N: 1.14369 -1.82410 -0.91200
H: 4.73500 0.07161 3.27751
H: 2.40009 1.16099 2.89691
H: 4.40572 -2.64137 -0.97784
H: 3.77366 -3.37450 -3.28057
H: 1.40721 -3.00715 -4.03268
H: -0.20676 -2.05517 -2.42382
S: -2.15574 2.90075 0.61752
C: -2.24227 1.60678 1.55150
C: -3.23794 -2.72763 -2.34845
P: -2.38856 -1.74176 -0.99849
C: -3.62684 -2.07732 0.33594
C: -2.93529 -0.10934 -1.63761
C: -4.23535 0.36415 -1.52301
C: -4.59118 1.56767 -2.10094
C: -3.65360 2.31739 -2.79240
C: -2.35559 1.85160 -2.91878
C: -2.00228 0.64098 -2.34780
H: -4.28241 -2.43445 -2.44882
H: -3.17816 -3.79070 -2.11260
H: -2.72174 -2.54248 -3.28853
H: -4.64719 -2.15958 -0.04067
H: -3.55365 -1.29771 1.09340
H: -3.35338 -3.02031 0.81385
H: -4.97324 -0.19952 -0.97015
H: -5.61051 1.92233 -2.00721
H: -3.93770 3.26481 -3.22985
H: -1.61100 2.41609 -3.45625
H: -0.98904 0.29073 -2.47566
O: 3.00360 3.56288 -0.77199
C: 2.80244 4.44632 0.20665
C: 3.59987 5.59747 0.20713
C: 3.45524 6.56054 1.18194
C: 2.51682 6.40306 2.19179
C: 1.74750 5.25666 2.22939
C: 1.88259 4.27303 1.25642
C: 1.09947 3.00708 1.39990
O: 0.72164 2.64390 2.50603
O: 0.92814 2.34861 0.31119
H: 2.29552 2.88297 -0.77590
H: 4.32654 5.70554 -0.58400
H: 4.08277 7.44337 1.15889
H: 2.40575 7.16713 2.94885
H: 1.03248 5.08750 3.02099
F: 0.63981 2.62256 -4.04922
B: 1.40089 1.47159 -3.90915
F: 1.69445 1.25320 -2.57065
F: 0.67588 0.38644 -4.39939
F: 2.56996 1.59810 -4.64397
C: -1.33836 -3.81798 3.46483
N: -0.81529 -4.21958 2.17268
C: -0.69030 -5.61293 1.82593
C: -0.53090 -3.27049 1.27802
O: -0.66566 -2.08240 1.48403
H: -1.28372 -4.65330 4.15903
H: -2.36906 -3.47106 3.36848
H: -0.75858 -2.97688 3.84444
H: -1.11072 -6.22168 2.62387
H: 0.35791 -5.89320 1.68633
H: -1.22745 -5.83194 0.89999
H: -0.17352 -3.66512 0.31434
Cl: -2.73104 -0.63625 3.33729
Si: -1.16111 0.74454 2.80830
Cl: -1.46802 2.12609 4.40860
Cl: 0.27957 -0.41800 4.00127


Relative to the most stable structure, the computed energies are <1> 0.0000; <2> 0.0529, all in hartree.


<1>
The following is a DFT calculation (ωB97M-V/def2-TZVPD) of an isolated molecule of C3H6N4S.

SMILES string: [H]/N=c1/c(=S)[nH][nH]n1C
gap between HOMO and LUMO: 8.69 eV

Element x y z (Å)
C: -0.59672 -0.86729 -0.09594
C: -1.89404 0.12628 0.02979
C: 1.83446 -0.32570 0.29335
N: -0.74411 -2.13384 -0.30461
N: -1.30011 1.35823 0.08194
N: 0.14072 1.32163 0.03307
N: 0.49415 -0.01197 -0.04869
S: -3.50705 -0.12219 0.09375
H: 2.59920 -0.04332 -0.66080
H: 2.29317 0.44562 1.05325
H: 1.84530 -1.41351 0.64469
H: 0.12114 -2.46496 -0.53368
H: -1.84251 2.31660 0.25430
H: 0.55641 1.81443 -0.84043


<2>
The following is a DFT calculation (ωB97M-V/def2-TZVPD) of an isolated molecule of C3H6N4S.

SMILES string: [H]/N=C\N/N=C\C(N)=S
gap between HOMO and LUMO: 8.55 eV

Element x y z (Å)
C: -0.45782 -0.82455 -0.43943
C: 0.06441 -0.64941 0.99749
C: 1.21161 2.05810 0.09368
H: 0.00204 -0.72211 -2.43667
H: 0.94511 0.23711 -1.46528
H: 0.08768 -1.53210 1.58690
H: -0.14363 2.11873 1.50733
H: 1.06251 3.07815 -0.22052
H: 2.18662 0.50227 -0.13498
N: 0.30738 -0.60190 -1.54854
N: 0.42405 0.35331 1.62493
N: 0.33605 1.50093 0.91062
N: 2.16720 1.41763 -0.57520
S: -1.98077 -1.61729 -0.35187


Relative to the most stable structure, the computed energies are <1> 0.0421; <2> 0.0000, all in hartree.


<1>
The following is a DFT calculation (ωB97M-V/def2-TZVPD) of a cluster of 3 separate species, C6H12Cl6 in total.

SMILES string: ClCCCl.ClCCCl.ClCCCl
gap between HOMO and LUMO: 11.05 eV

Element x y z (Å)
Cl: 0.67530 2.34008 -0.86222
C: 0.08384 2.05241 0.82513
C: 0.66948 3.02141 1.88723
Cl: 2.52259 2.89158 2.18695
H: 0.37851 1.04589 1.12208
H: -0.99911 2.17330 0.85145
H: 0.17427 2.89671 2.85020
H: 0.47717 4.03545 1.53677
Cl: -1.85114 -1.69617 -4.16373
C: -2.02864 -1.01623 -2.51716
C: -1.86185 0.50289 -2.42539
Cl: -3.17766 1.31907 -3.28643
H: -1.19680 -1.49502 -2.00055
H: -2.90626 -1.41470 -2.00813
H: -0.91907 0.90073 -2.80087
H: -1.90936 0.77697 -1.37148
Cl: 1.06667 -1.32113 -0.51155
C: 1.13342 -2.63617 0.67230
C: 1.92937 -2.17994 1.88197
Cl: 0.86748 -1.18886 2.94006
H: 1.72321 -3.40290 0.16993
H: 0.11822 -2.98427 0.86284
H: 2.81125 -1.56711 1.69538
H: 2.21912 -3.05399 2.46521


<2>
The following is a DFT calculation (ωB97M-V/def2-TZVPD) of a cluster of 3 separate species, C6H12Cl6 in total.

SMILES string: ClCCCl.ClCCCl.ClCCCl
gap between HOMO and LUMO: 11.08 eV

Element x y z (Å)
Cl: -1.38718 -0.50749 0.88589
C: -0.37918 0.26133 -0.34079
C: 0.83970 0.95163 0.37248
Cl: 2.08768 -0.16610 0.90999
H: -1.02827 1.01861 -0.78045
H: -0.13597 -0.43729 -1.14133
H: 0.55776 1.60589 1.19744
H: 1.35570 1.53620 -0.38916
Cl: -5.24599 4.70646 -0.14858
C: -5.25273 5.08970 1.56307
C: -4.23423 6.15611 1.83254
Cl: -2.55211 5.75981 1.63279
H: -4.82954 4.24818 2.11156
H: -6.27699 5.37541 1.80258
H: -4.36491 6.39994 2.88684
H: -4.59238 6.93258 1.15658
Cl: 4.66237 -7.76817 -0.55221
C: 4.83616 -6.08109 -1.01316
C: 4.23087 -5.89153 -2.37150
Cl: 2.54228 -6.56332 -2.41221
H: 5.89849 -5.86112 -0.90743
H: 4.22504 -5.47312 -0.34607
H: 4.80902 -6.40072 -3.14258
H: 4.23433 -4.89200 -2.80627


Relative to the most stable structure, the computed energies are <1> 0.0000; <2> 0.0213, all in hartree.


<1>
The following is a DFT calculation (ωB97M-V/def2-TZVPD) of an isolated molecule of C4H10ClN.

SMILES string: CNCCCCl
gap between HOMO and LUMO: 10.05 eV

Element x y z (Å)
C: -1.76621 -1.27063 -0.64383
C: 0.36757 -0.11719 -0.75358
C: 1.40771 0.50577 0.27405
C: 0.73439 1.47924 1.34653
H: -2.40734 -1.82367 0.07571
H: -1.53853 -1.62699 -1.69362
H: -2.22642 -0.29780 -0.73466
H: -0.04272 -1.96703 -0.00388
H: -0.26765 0.58159 -1.15308
H: 0.79102 -0.72672 -1.56549
H: 1.79859 -0.32458 0.85909
H: 2.20284 0.91676 -0.30638
H: 1.41988 1.72531 2.20674
H: -0.18304 0.99278 1.69692
N: -0.46308 -1.01056 -0.00176
Cl: 0.17300 2.96372 0.39725


<2>
The following is a DFT calculation (ωB97M-V/def2-TZVPD) of a cluster of 2 separate species, C4H10ClN in total.

SMILES string: C/C=C(/C)Cl.N
gap between HOMO and LUMO: 9.98 eV

Element x y z (Å)
C: -1.88164 0.95847 0.63632
C: 1.41706 -1.13518 0.87493
C: -0.87124 -0.13642 0.68131
C: 0.43968 0.00073 0.82002
N: 0.70759 0.01890 -2.53074
Cl: 1.16102 1.58053 0.95861
H: -2.46273 0.96385 1.55844
H: -2.57216 0.80005 -0.19010
H: -1.40568 1.92872 0.52249
H: 2.42649 -0.76378 1.02789
H: 1.16664 -1.80845 1.69302
H: 1.39512 -1.70849 -0.05095
H: 0.22287 0.90399 -2.63259
H: -1.25932 -1.14363 0.60656
H: 0.05488 -0.62853 -2.10329
H: 1.46144 0.16924 -1.87194


Relative to the most stable structure, the computed energies are <1> 0.0217; <2> 0.0000, all in hartree.


<1>
The following is a DFT calculation (ωB97M-V/def2-TZVPD) of an isolated molecule of C2H2Cl2O2S.

SMILES string: O=S(=O)=CC(Cl)Cl
gap between HOMO and LUMO (spin up / spin down): 8.49 / 8.49 eV

Element x y z (Å)
C: -0.41988 -0.20358 0.64305
C: 0.50007 -0.92673 -0.44409
O: -1.27304 2.24620 1.06478
O: 0.95981 2.00950 0.05520
S: -0.33047 1.43762 0.33181
Cl: 1.19863 -2.53154 0.20177
Cl: -0.50501 -1.34969 -1.83063
H: -1.52605 -0.41145 0.78633
H: 1.39595 -0.27033 -0.80821


<2>
The following is a DFT calculation (ωB97M-V/def2-TZVPD) of a cluster of 2 separate species, C2H2Cl2O2S in total.

gap between HOMO and LUMO (spin up / spin down): 9.58 / 6.49 eV

Element x y z (Å)
C: 1.63118 0.66386 1.18267
C: -1.47574 -0.30842 -0.14485
O: 3.71443 -0.23578 -0.02424
O: -0.97282 0.40140 -1.16822
S: 2.26226 -0.33374 0.11288
Cl: -1.06302 -1.97747 -0.16403
Cl: -3.05679 0.08237 0.40102
H: 0.57060 0.69280 1.37147
H: -1.61009 1.01496 -1.56671


Relative to the most stable structure, the computed energies are <1> 0.0000; <2> 0.0913, all in hartree.